(1)
Entry from the Open Molecules 2025 dataset: 3 unconnected molecules or ions with the total composition C5H10N2O (ωB97M-V/def2-TZVPD).

The calculation puts the LUMO energy at 0.0034 Eh. As for the HOMO-LUMO gap: 8.46 eV. The SMILES is C=C(N)O.C#N.C=C.

```
18
C5H10N2O | the Open Molecules 2025 dataset | ωB97M-V/def2-TZVPD
O -0.49192 2.52485 0.54283
N -0.71944 -0.78226 1.77969
N -1.11308 1.29603 -1.29934
C -0.19911 1.40173 -0.22795
C 0.92477 -1.88125 0.54302
C 0.44287 -2.63833 -0.43543
C -1.21190 0.21243 1.40264
C 1.09787 0.97305 -0.38136
H 0.21501 -2.23583 -1.41346
H 1.18715 -0.79199 0.31423
H 0.21829 -3.68472 -0.28811
H 1.87994 1.44403 0.19211
H -2.00087 0.91079 1.61185
H -0.98390 0.46208 -1.85290
H 1.41746 0.50808 -1.30009
H 1.26433 -2.31217 1.47336
H 0.14590 3.21752 0.33294
H -2.07337 1.37596 -0.99404
```

(2)
Entry from the Open Molecules 2025 dataset: a single CH2FPSi molecule (ωB97M-V/def2-TZVPD).

The calculation puts the LUMO energy (alpha / beta) at -0.0563 / -0.0844 Eh. As for the HOMO-LUMO gap (alpha / beta): 6.81 / 5.92 eV.

```
6
CH2FPSi | the Open Molecules 2025 dataset | ωB97M-V/def2-TZVPD
P 3.15019 -0.56665 -0.06717
Si 0.72159 -0.23136 0.06413
F -1.25529 1.88484 -0.11744
C -1.08196 0.57062 0.20068
H -1.84973 -0.01693 -0.30097
H 0.31521 -1.64053 0.22078
```

So what do the calculations give for F_max? Going down the list: 0.0839, 0.0678 hartree/bohr.
So what do the calculations give for ΔE to the lowest compared entry with this formula, charge and spin? Going down the list: 112.4, 84.0 kcal per mole.
So what do the calculations give for DFT total energy? Going down the list: -381.10640, -769.79924 Ha.